Computed, not measured: C36H44BCsF5N6P2 as an isolated structure at a distorted geometry, with ωB97M-V/def2-TZVPD.

Element x y z (Å)
Cs  -0.65  -3.08  0.78
C  4.60  0.53  1.31
C  3.15  0.05  1.23
C  3.17  -1.50  1.27
C  2.40  0.55  2.47
P  2.18  0.66  -0.27
C  3.14  2.40  -0.51
N  1.91  3.09  -0.12
B  0.91  2.12  0.05
N  -0.22  2.74  0.67
C  -1.52  2.23  1.10
P  -3.07  2.14  0.05
C  -2.65  1.02  -1.39
C  -2.02  -0.25  -0.80
C  -3.97  0.57  -2.05
C  -1.72  1.58  -2.46
C  -3.36  3.87  -0.62
C  -4.46  3.78  -1.68
C  -2.17  4.64  -1.20
C  -3.95  4.68  0.54
C  0.21  4.04  0.97
C  -0.42  5.04  1.71
C  0.25  6.24  1.92
C  1.53  6.45  1.40
C  2.17  5.46  0.68
C  1.51  4.26  0.47
C  2.61  -0.09  -1.92
C  1.91  0.74  -3.01
C  4.12  -0.08  -2.14
C  2.12  -1.54  -2.11
H  5.11  -0.06  2.08
H  4.68  1.57  1.61
H  5.15  0.40  0.38
H  3.81  -1.82  2.10
H  3.56  -1.94  0.36
H  2.16  -1.87  1.46
H  2.90  0.18  3.37
H  1.37  0.20  2.49
H  2.39  1.65  2.52
H  3.45  2.67  -1.52
H  3.96  2.60  0.17
H  -1.82  2.77  2.00
H  -1.38  1.20  1.45
H  -2.68  -0.75  -0.08
H  -1.05  -0.07  -0.35
H  -1.87  -0.96  -1.62
H  -4.68  0.22  -1.30
H  -3.76  -0.27  -2.72
H  -4.43  1.35  -2.64
H  -0.77  1.93  -2.04
H  -2.17  2.41  -3.00
H  -1.49  0.80  -3.19
H  -4.09  3.39  -2.63
H  -4.84  4.79  -1.88
H  -5.30  3.16  -1.36
H  -1.50  4.02  -1.80
H  -1.57  5.11  -0.42
H  -2.54  5.44  -1.85
H  -4.90  4.25  0.87
H  -4.13  5.71  0.21
H  -3.29  4.72  1.41
H  -1.40  4.89  2.13
H  -0.23  7.02  2.49
H  2.02  7.40  1.58
H  3.17  5.61  0.29
H  2.15  1.80  -2.96
H  0.82  0.64  -2.93
H  2.21  0.37  -3.99
H  4.57  0.91  -2.01
H  4.33  -0.40  -3.17
H  4.63  -0.77  -1.47
H  1.03  -1.60  -2.07
H  2.53  -2.22  -1.37
H  2.44  -1.89  -3.09
F  -1.89  -5.12  -0.48
C  -1.48  -6.02  0.46
C  -0.70  -7.06  0.01
F  -0.48  -7.13  -1.31
C  -0.16  -8.03  0.88
C  -0.55  -7.83  2.22
C  -1.34  -6.78  2.64
F  -1.62  -6.71  3.95
C  -1.84  -5.80  1.78
C  -2.55  -4.60  2.26
C  -3.34  -3.79  1.42
N  -3.85  -3.03  0.71
C  -2.03  -3.89  3.37
N  -1.52  -3.22  4.17
F  -0.13  -8.68  3.16
C  0.69  -9.10  0.44
C  1.23  -9.14  -0.87
N  1.71  -9.21  -1.92
C  1.10  -10.15  1.28
N  1.48  -11.04  1.91
F  0.99  -0.58  0.06

The net charge is -1. The total energy comes out at -80378.5124 eV. The LUMO energy comes out at 1.553 eV.

Mulliken atomic charge list, values in e, 6 entries: Cs 1.2838; C -1.8313; C 1.3650; C -1.8562; C -1.8436; P 2.6901

Computed, not measured: C6H4O in the gas phase at a distorted geometry, with ωB97M-V/def2-TZVPD.

Element x y z (Å)
C  1.19  -1.09  -1.12
C  -0.01  -0.55  -0.39
C  -1.14  -1.01  -0.86
C  0.14  0.40  0.72
O  1.23  0.59  1.19
C  -1.03  1.14  1.15
C  -1.98  1.80  1.49
H  0.79  -1.83  -1.84
H  1.90  -1.55  -0.44
H  1.74  -0.29  -1.63
H  -2.83  2.39  1.73

The total energy comes out at -8328.1350 eV. The LUMO energy comes out at -0.826 eV.

Mulliken atomic charge list, values in e, 6 entries: C -1.1134; C 0.6396; C -0.3315; C 0.0675; O -0.5050; C -0.4450

Computed, not measured: C22H21BrN6O9Tl as an isolated structure, with ωB97M-V/def2-TZVPD.

Element x y z (Å)
Tl  0.59  2.18  0.63
O  -2.04  -1.33  1.02
C  -1.88  -0.10  0.98
O  -0.87  0.51  1.45
C  -2.94  0.72  0.27
C  -4.21  0.19  0.26
C  -5.27  0.85  -0.36
C  -5.07  2.05  -1.00
C  -3.80  2.56  -1.05
C  -2.66  1.96  -0.41
O  -1.52  2.51  -0.47
N  -3.63  3.80  -1.80
O  -2.67  3.91  -2.54
O  -4.47  4.67  -1.65
N  -6.60  0.27  -0.35
O  -7.50  0.87  -0.91
O  -6.76  -0.80  0.23
H  -4.37  -0.77  0.74
H  -5.89  2.57  -1.48
Br  4.49  3.86  0.18
C  4.63  1.98  -0.06
C  5.62  1.29  0.63
C  5.70  -0.07  0.42
C  4.81  -0.68  -0.44
C  3.85  0.10  -1.06
N  3.76  1.43  -0.88
H  6.29  1.81  1.30
H  6.46  -0.66  0.94
H  4.83  -1.75  -0.62
H  3.09  -0.32  -1.71
O  1.11  -0.80  4.38
C  1.73  -0.53  3.23
O  2.51  0.38  3.10
C  1.33  -1.49  2.10
N  0.20  -2.32  2.54
C  0.52  -3.73  2.31
C  2.03  -3.76  2.46
C  2.45  -2.48  1.75
H  1.06  -0.85  1.26
H  -0.67  -1.99  2.10
H  0.45  -1.50  4.10
H  0.22  -4.06  1.30
H  0.01  -4.37  3.03
H  2.48  -4.66  2.03
H  2.30  -3.72  3.52
H  2.45  -2.65  0.67
H  3.44  -2.11  2.03
N  1.25  2.10  -2.96
C  0.31  1.12  -2.74
C  -0.91  1.13  -3.43
C  -1.82  0.12  -3.17
C  -1.50  -0.87  -2.25
C  -0.28  -0.79  -1.62
N  0.62  0.18  -1.85
H  0.89  3.00  -3.24
H  2.00  2.14  -2.27
H  -1.14  1.93  -4.11
H  -2.78  0.12  -3.67
H  -2.20  -1.65  -1.99
H  -0.01  -1.52  -0.86

The net charge is -1. The total energy comes out at -125259.0260 eV. The LUMO energy comes out at 2.221 eV.

Mulliken atomic charge list, values in e, 6 entries: Tl 0.9378; O -0.8701; C 0.4228; O -0.7897; C 0.5747; C -0.1079

| no. | Kohn-Sham gap (Eh) |
| --- | --- |
| 1 | 0.1966 |
| 2 | 0.3615 |
| 3 | 0.2816 |